# 1
C22H26O7P2 | ωB97M-V with the def2-TZVPD basis set

Each line ends with the natural charge from an NBO analysis.
Element x y z (Å)
C1 5.614 -3.918 -2.852  -0.247
C2 5.079 -2.716 -2.811  -0.078
C3 4.654 -1.160 -2.996  -0.129
O1 3.359 -1.009 -2.343  -0.749
P1 2.074 -0.894 -3.461  2.406
O2 1.991 0.582 -3.945  -1.061
O3 2.298 -1.839 -4.886  -0.969
O4 0.527 -1.293 -2.766  -0.762
C4 -0.130 -2.280 -3.624  -0.442
P2 -1.855 -2.811 -3.031  2.185
O5 -2.596 -3.409 -4.271  -1.055
O6 -1.633 -4.149 -1.951  -0.956
O7 -2.793 -1.549 -2.369  -0.932
H1 6.319 -4.828 -2.734  0.279
H2 5.477 -0.471 -2.550  0.249
H3 4.594 -0.908 -4.123  0.241
H4 1.741 -1.421 -5.601  0.527
H5 0.516 -3.249 -3.652  0.240
H6 -0.281 -1.852 -4.698  0.241
H7 -1.131 -4.802 -2.519  0.507
H8 -2.771 -1.550 -1.374  0.513
C5 1.469 -0.660 2.320  -0.208
C6 0.373 -0.904 3.143  -0.218
C7 -0.848 -1.273 2.586  -0.218
C8 -0.970 -1.407 1.206  -0.224
C9 0.127 -1.167 0.383  -0.174
C10 1.346 -0.790 0.940  -0.221
H9 2.420 -0.369 2.755  0.215
H10 0.470 -0.805 4.220  0.214
H11 -1.704 -1.456 3.227  0.221
H12 -1.922 -1.700 0.772  0.188
H13 0.032 -1.274 -0.693  0.207
H14 2.199 -0.597 0.298  0.215
C11 -2.706 1.308 4.313  -0.219
C12 -3.781 1.944 3.697  -0.203
C13 -5.022 1.981 4.327  -0.216
C14 -5.186 1.390 5.576  -0.214
C15 -4.111 0.756 6.193  -0.213
C16 -2.872 0.711 5.560  -0.219
H15 -1.739 1.276 3.820  0.221
H16 -3.650 2.411 2.726  0.212
H17 -5.861 2.472 3.844  0.213
H18 -6.153 1.423 6.069  0.213
H19 -4.239 0.296 7.168  0.213
H20 -2.035 0.212 6.039  0.211
C17 -0.254 3.474 -0.711  -0.236
C18 0.449 4.676 -0.732  -0.218
C19 1.812 4.681 -1.011  -0.219
C20 2.472 3.484 -1.279  -0.204
C21 1.769 2.283 -1.262  -0.223
C22 0.407 2.277 -0.973  -0.148
H21 -1.317 3.470 -0.489  0.208
H22 -0.067 5.610 -0.529  0.210
H23 2.361 5.617 -1.021  0.210
H24 3.534 3.488 -1.502  0.207
H25 2.283 1.351 -1.472  0.209
H26 -0.140 1.340 -0.954  0.199

Computed properties:
SMILES string = C#CCO[P@@](=O)(O)OCP(=O)(O)O.c1ccccc1.c1ccccc1.c1ccccc1
Highest occupied orbital energy = -0.3306 hartree
LUMO = -0.5 eV
Calculated total energy = -2063.2591 hartree


# 2
C22H27BBrF5NOPdSSi | ωB97M-V with the def2-TZVPD basis set

Each line ends with the natural charge from an NBO analysis.
Element x y z (Å)
Pd1 -0.234 0.196 -0.476  0.636
C1 -2.042 1.345 -3.565  -1.161
Si1 -2.024 1.371 -1.699  1.610
C2 -1.587 3.117 -1.243  -1.158
C3 -3.609 0.630 -1.074  -1.172
H1 -2.867 2.041 -3.766  0.266
H2 -2.312 0.420 -4.059  0.233
H3 -1.150 1.769 -4.027  0.248
H4 -2.116 3.758 -1.955  0.254
H5 -0.519 3.314 -1.355  0.255
H6 -1.886 3.376 -0.232  0.286
H7 -4.386 0.852 -1.812  0.254
H8 -3.896 1.042 -0.110  0.297
H9 -3.545 -0.452 -0.969  0.242
Br1 -2.518 -2.281 -5.080  0.190
C4 -1.380 -1.790 -3.687  -0.040
C5 -1.707 -2.058 -2.387  -0.274
C6 -0.764 -1.796 -1.384  0.000
N1 0.502 -1.328 -1.700  -0.374
C7 0.708 -0.842 -2.999  0.048
C8 -0.183 -1.094 -3.981  -0.257
H10 -2.645 -2.520 -2.116  0.271
H11 -0.880 -2.196 -0.382  0.276
H12 1.651 -0.346 -3.163  0.252
H13 0.028 -0.764 -4.988  0.270
C9 1.590 -6.061 2.965  -0.639
C10 1.540 -4.561 2.883  0.020
C11 2.678 -3.818 2.569  -0.230
C12 2.634 -2.437 2.495  -0.133
C13 1.414 -1.790 2.637  -0.329
C14 0.260 -2.512 2.913  -0.185
C15 0.329 -3.888 3.052  -0.218
S1 1.185 -0.057 2.345  1.297
C16 2.464 0.620 3.388  -0.812
O1 1.652 0.236 0.918  -1.048
H14 2.616 -6.426 2.973  0.225
H15 1.078 -6.506 2.110  0.225
H16 1.091 -6.424 3.864  0.237
H17 3.645 -4.308 2.599  0.226
H18 3.524 -1.870 2.248  0.216
H19 -0.685 -1.989 3.020  0.249
H20 -0.564 -4.448 3.300  0.226
H21 3.442 0.262 3.069  0.234
H22 2.250 0.322 4.413  0.254
H23 2.406 1.702 3.295  0.258
F1 5.030 -4.129 -0.241  -0.301
C17 3.925 -3.438 -0.525  0.425
C18 4.051 -2.100 -0.871  -0.262
C19 2.913 -1.384 -1.168  -0.198
C20 1.680 -2.019 -1.141  0.180
C21 1.560 -3.345 -0.767  -0.224
C22 2.697 -4.052 -0.394  -0.259
H24 5.030 -1.641 -0.903  0.253
H25 2.987 -0.324 -1.373  0.242
H26 0.602 -3.847 -0.769  0.232
H27 2.660 -5.128 -0.293  0.252
F2 -2.944 2.010 1.636  -0.541
B1 -1.838 1.245 1.917  1.357
F3 -1.392 1.375 3.196  -0.531
F4 -0.747 1.698 0.978  -0.574
F5 -2.016 -0.104 1.527  -0.576

Computed properties:
Highest occupied orbital energy = -0.4363 hartree
LUMO = -4.5 eV
Calculated total energy = -4898.2410 hartree
Net charge = +1


# 3
C22H27BF6N3O23S | ωB97M-V with the def2-TZVPD basis set

Each line ends with the Mulliken charge.
Element x y z (Å)
O1 1.159 1.642 -1.516  -0.558
S1 -0.196 1.209 -1.336  1.024
O2 -0.914 1.480 -0.136  -0.596
C1 -0.170 -0.585 -1.553  -1.180
C2 -0.273 -0.995 -2.967  0.594
N1 -1.373 -1.368 -3.598  0.986
O3 -2.593 -1.437 -3.035  -0.468
N2 -1.173 -1.688 -4.872  -0.877
C3 0.103 -1.500 -5.034  -0.108
N3 0.693 -1.052 -3.892  0.067
C4 2.093 -0.641 -3.682  -0.959
B1 2.266 0.942 -3.901  0.597
O4 1.239 1.687 -4.438  -0.460
O5 3.419 1.531 -3.498  -0.503
H1 -0.930 1.622 -2.400  0.183
H2 0.765 -0.937 -1.118  0.545
H3 -0.990 -1.009 -0.976  0.470
H4 -2.921 -0.498 -3.050  0.495
H5 0.648 -1.666 -5.948  0.496
H6 2.721 -1.262 -4.318  0.427
H7 2.348 -0.895 -2.655  0.333
H8 0.819 1.312 -5.218  0.315
H9 3.208 2.352 -3.030  0.263
C5 -6.935 1.806 -3.224  -0.464
C6 -6.605 1.339 -1.821  0.452
O6 -5.385 0.612 -2.036  -0.283
C7 -4.796 1.139 -3.118  0.653
O7 -3.649 0.932 -3.425  -0.703
O8 -5.616 1.920 -3.804  -0.322
F1 -7.532 0.505 -1.322  -0.270
H10 -7.503 1.053 -3.769  0.293
H11 -7.454 2.757 -3.260  0.284
H12 -6.421 2.142 -1.106  0.228
C8 -5.126 1.854 2.943  -0.308
C9 -6.280 0.901 3.179  0.292
O9 -7.398 1.678 2.781  -0.313
C10 -6.974 2.584 1.862  0.710
O10 -7.683 3.213 1.152  -0.527
O11 -5.622 2.652 1.855  -0.341
F2 -6.402 0.577 4.482  -0.232
H13 -4.964 2.487 3.816  0.253
H14 -4.198 1.363 2.665  0.282
H15 -6.254 -0.014 2.584  0.205
C11 7.822 2.681 -3.732  -0.428
C12 7.057 1.843 -4.737  0.553
O12 7.365 0.523 -4.326  -0.316
C13 7.626 0.554 -2.993  0.697
O13 7.652 -0.398 -2.289  -0.489
O14 7.818 1.826 -2.581  -0.313
F3 7.486 2.035 -6.003  -0.295
H16 8.846 2.850 -4.066  0.289
H17 7.351 3.631 -3.501  0.288
H18 5.973 1.972 -4.709  0.032
C14 -8.880 1.637 7.789  -0.426
C15 -9.131 2.556 6.610  0.344
O15 -7.889 3.226 6.485  -0.303
C16 -6.919 2.406 6.976  0.732
O16 -5.758 2.552 6.792  -0.519
O17 -7.473 1.393 7.678  -0.323
F4 -10.105 3.460 6.859  -0.288
H19 -9.090 2.146 8.730  0.280
H20 -9.433 0.704 7.743  0.276
H21 -9.356 2.045 5.673  0.239
C17 7.358 -0.608 0.808  -0.231
C18 7.597 0.184 2.076  0.296
O18 6.640 -0.374 2.966  -0.343
C19 6.395 -1.646 2.567  0.642
O19 5.820 -2.460 3.213  -0.555
O20 6.889 -1.860 1.331  -0.264
F5 7.340 1.503 1.919  -0.284
H22 6.575 -0.156 0.201  0.148
H23 8.243 -0.749 0.198  0.237
H24 8.593 0.068 2.507  0.297
C20 5.069 -5.344 2.023  -0.092
C21 4.425 -6.409 2.881  0.332
O21 4.713 -7.596 2.167  -0.315
C22 5.857 -7.388 1.450  0.649
O22 6.493 -8.239 0.934  -0.500
O23 6.152 -6.067 1.423  -0.304
F6 3.079 -6.258 2.969  -0.280
H25 4.381 -5.014 1.241  0.201
H26 5.434 -4.482 2.575  0.065
H27 4.834 -6.490 3.890  0.293

Computed properties:
Highest occupied orbital energy = -0.4558 hartree
LUMO = -3.4 eV
Calculated total energy = -3771.4291 hartree
Net charge = +1


Which of these has the lowest highest occupied orbital energy? C22H27BF6N3O23S